This record from OMol25 describes C2H7N3S2 in the gas phase at a distorted geometry. The level of theory is ωB97M-V/def2-TZVPD.

The geometry in XYZ format:
```
14
C2H7N3S2 ωB97M-V/def2-TZVPD
C 1.907 0.174 -0.599
N 0.863 1.107 -0.307
C -0.427 0.664 -0.060
N -1.418 0.963 -0.759
S -2.987 0.465 -0.567
N -0.536 -0.271 1.054
S -0.588 -1.903 0.621
H 2.736 0.729 -1.085
H 2.272 -0.358 0.294
H 1.571 -0.636 -1.248
H 0.939 2.014 -0.780
H -2.903 -0.557 0.360
H 0.243 -0.141 1.730
H -1.671 -2.251 1.348
```

Summary:
SMILES = CN/C(=N/S)NS
Frontier orbital gap = 8.783 eV
HOMO = -8.161 eV
Energy relative to the best compared isomer or geometry (same formula, charge and spin) = 17.9 kcal/mol
DFT total energy = -1040.99353 a.u.
F_max = 0.038 Eh/bohr

=====

This record from OMol25 describes a molecular structure, C2H3F3NOSr at a distorted geometry. The level of theory is ωB97M-V/def2-TZVPD.

The geometry in XYZ format:
```
11
C2H3F3NOSr ωB97M-V/def2-TZVPD
N -1.487 0.590 1.436
C -1.100 -0.692 0.673
O 0.350 -0.929 0.622
C 1.025 -0.083 -0.373
F 1.257 1.314 0.099
F 0.411 -0.080 -1.720
F 2.405 -0.674 -0.547
H -1.797 1.266 0.705
H -1.556 -1.577 1.332
H -1.649 -0.762 -0.365
Sr 2.141 1.628 -1.862
```

Summary:
Frontier orbital gap = 3.259 eV
HOMO = -9.514 eV
DFT total energy = -537.82208 a.u.
Charge = +1
F_max = 0.162 Eh/bohr

=====

This record from OMol25 describes a molecular structure, C40H59CoN5O4P2. The level of theory is ωB97M-V/def2-TZVPD.

The geometry in XYZ format:
```
111
C40H59CoN5O4P2 ωB97M-V/def2-TZVPD
Co 0.195 -0.231 0.544
C -1.106 3.957 1.611
C -1.113 2.623 1.176
N -0.042 1.864 1.226
C 1.108 2.383 1.692
C 1.221 3.700 2.144
C 0.059 4.493 2.096
C 2.489 4.176 2.620
C 3.568 3.366 2.639
C 3.479 2.006 2.183
C 4.567 1.116 2.205
C 4.398 -0.172 1.766
C 3.145 -0.563 1.286
N 2.109 0.253 1.243
C 2.259 1.521 1.701
H -2.013 4.540 1.556
H -2.013 2.173 0.777
H 0.098 5.519 2.437
H 2.562 5.199 2.961
H 4.522 3.725 2.998
H 5.527 1.457 2.570
H 5.209 -0.883 1.777
H 2.982 -1.565 0.921
N -2.468 -3.974 4.837
C -2.185 -2.955 4.382
N -1.923 -1.768 3.886
C -1.227 -1.341 2.967
N -0.586 -0.795 2.130
C 0.964 -6.434 1.691
C -0.283 -5.670 2.160
C -0.256 -4.202 1.709
C 0.447 -4.093 0.354
C 1.940 -4.422 0.528
C 2.159 -5.492 1.611
P 0.128 -2.512 -0.538
C 1.132 -2.520 -2.083
C 1.073 -3.846 -2.877
C 2.300 -4.014 -3.785
C 2.751 -2.671 -4.340
C 3.262 -1.760 -3.215
C 2.583 -2.067 -1.870
C -1.632 -2.556 -1.114
C -2.617 -1.989 -0.078
C -4.059 -2.149 -0.550
C -4.438 -3.629 -0.760
C -3.208 -4.534 -0.808
C -2.116 -3.919 -1.676
H 0.792 -6.878 0.706
H 1.172 -7.263 2.367
H -0.362 -5.705 3.247
H -1.181 -6.152 1.770
H 0.287 -3.588 2.433
H -1.274 -3.817 1.670
H 0.007 -4.856 -0.297
H 2.497 -3.524 0.802
H 2.354 -4.763 -0.422
H 2.299 -5.015 2.585
H 3.077 -6.041 1.399
H 0.661 -1.738 -2.687
H 0.167 -3.849 -3.486
H 1.004 -4.710 -2.214
H 2.060 -4.712 -4.588
H 3.122 -4.464 -3.220
H 1.910 -2.191 -4.847
H 3.527 -2.810 -5.093
H 3.068 -0.723 -3.478
H 4.341 -1.878 -3.099
H 2.609 -1.169 -1.246
H 3.135 -2.847 -1.341
H -1.614 -1.827 -1.931
H -2.404 -0.926 0.078
H -2.506 -2.478 0.891
H -4.181 -1.586 -1.476
H -4.728 -1.688 0.177
H -4.987 -3.734 -1.698
H -5.109 -3.966 0.030
H -3.483 -5.514 -1.201
H -2.822 -4.707 0.201
H -2.515 -3.759 -2.683
H -1.298 -4.625 -1.797
C 0.603 3.949 -3.728
C 0.076 3.651 -2.334
C -0.875 4.741 -1.867
C 1.209 3.448 -1.342
O -0.759 2.449 -2.358
P -0.225 0.974 -2.560
O 1.037 0.872 -3.309
O -0.159 0.385 -1.117
O -1.463 0.203 -3.171
C -1.700 0.024 -4.610
C -1.574 1.360 -5.320
C -3.117 -0.512 -4.702
C -0.697 -0.986 -5.143
H 1.174 4.878 -3.702
H -0.223 4.077 -4.426
H 1.250 3.149 -4.078
H -0.376 5.708 -1.900
H -1.207 4.555 -0.845
H -1.749 4.779 -2.514
H 1.769 4.377 -1.240
H 1.889 2.667 -1.679
H 0.807 3.180 -0.363
H -2.220 2.102 -4.851
H -1.875 1.245 -6.361
H -0.546 1.715 -5.298
H -3.825 0.186 -4.257
H -3.196 -1.468 -4.190
H -3.385 -0.663 -5.746
H 0.321 -0.632 -4.992
H -0.864 -1.132 -6.209
H -0.823 -1.949 -4.646
```

Summary:
Frontier orbital gap (alpha / beta) = 8.027 / 6.727 eV
HOMO (alpha / beta) = -11.527 / -11.734 eV
Energy relative to the best compared isomer or geometry (same formula, charge and spin) = 5.5 kcal/mol
2S+1 = 5
DFT total energy = -4199.80784 a.u.
Charge = +1
Expectation value of S² = 6.02
F_max = 0.012 Eh/bohr

=====

This record from OMol25 describes a molecular structure, C6H9ClN2OS at a distorted geometry. The level of theory is ωB97M-V/def2-TZVPD.

The geometry in XYZ format:
```
20
C6H9ClN2OS ωB97M-V/def2-TZVPD
C -1.733 1.409 -0.897
C -0.039 -1.820 -0.220
C -3.001 3.383 -0.239
C -2.298 -1.079 0.214
C 2.440 -1.030 -0.638
C 1.401 -1.566 0.373
N -2.436 2.344 -0.672
N -0.956 -0.999 0.433
O -0.370 -2.720 -0.938
S -3.152 -2.129 -0.644
Cl -3.198 -0.175 1.349
H -2.135 0.582 -1.591
H -2.977 4.332 -0.856
H -3.642 3.384 0.586
H 2.062 -0.194 -1.186
H 3.074 -0.711 0.139
H 3.044 -1.766 -1.169
H 1.376 -0.905 1.345
H 1.849 -2.474 0.693
H -0.652 -0.213 1.039
```

Summary:
Frontier orbital gap = 8.087 eV
HOMO = -8.340 eV
Energy relative to the best compared isomer or geometry (same formula, charge and spin) = 39.0 kcal/mol
DFT total energy = -1277.01578 a.u.
F_max = 0.066 Eh/bohr

=====

This record from OMol25 describes 2 unconnected molecules or ions with the total composition C7H10O at a distorted geometry. The level of theory is ωB97M-V/def2-TZVPD.

The geometry in XYZ format:
```
18
C7H10O ωB97M-V/def2-TZVPD
C 0.286 1.876 -0.194
C 0.232 0.518 0.090
C 1.176 -0.209 0.775
C 0.414 -1.537 0.988
C -1.133 -1.070 1.033
C -0.829 -0.442 -0.268
C -0.105 -1.817 -0.592
H -0.356 1.138 -2.052
H -0.538 2.620 0.257
H 1.139 2.216 0.292
H 2.085 0.220 1.373
H 0.365 -2.301 1.935
H -1.352 -0.282 1.947
H -1.643 -2.018 1.029
H -1.486 0.199 -0.930
H -0.827 -2.700 -0.457
H 0.618 -2.146 -1.472
O 0.219 2.394 -1.613
```

Summary:
Frontier orbital gap = 8.888 eV
HOMO = -8.754 eV
Energy relative to the best compared isomer or geometry (same formula, charge and spin) = 182.7 kcal/mol
DFT total energy = -347.67202 a.u.
F_max = 0.141 Eh/bohr

=====

This record from OMol25 describes C4H6N2 in the gas phase at a distorted geometry. The level of theory is ωB97M-V/def2-TZVPD.

The geometry in XYZ format:
```
12
C4H6N2 ωB97M-V/def2-TZVPD
C -0.794 -1.033 1.380
C -0.281 -0.182 0.276
C 1.028 -0.079 -0.119
N 1.066 0.854 -1.112
C -0.245 1.218 -1.348
N -1.021 0.723 -0.435
H -0.323 -2.015 1.433
H -1.006 -0.499 2.302
H -1.762 -1.434 1.072
H 1.827 -0.655 0.318
H 1.855 1.102 -1.683
H -0.345 2.000 -2.085
```

Summary:
SMILES = Cc1c[nH]cn1
Frontier orbital gap = 9.476 eV
HOMO = -8.548 eV
Energy relative to the best compared isomer or geometry (same formula, charge and spin) = 10.9 kcal/mol
DFT total energy = -265.51820 a.u.
F_max = 0.047 Eh/bohr

=====

This record from OMol25 describes a molecular structure, C2H7IN3 at a distorted geometry. The level of theory is ωB97M-V/def2-TZVPD.

The geometry in XYZ format:
```
13
C2H7IN3 ωB97M-V/def2-TZVPD
C 0.265 -0.344 0.282
C 1.179 -1.513 0.227
N -0.834 -0.502 -0.407
N 0.672 0.785 0.795
N -1.727 0.367 -0.621
I -0.989 2.851 -1.178
H 1.370 -1.743 -0.777
H 0.893 -2.312 0.813
H 2.158 -1.327 0.656
H 1.586 1.007 1.069
H 0.037 1.665 0.781
H -2.130 0.347 -1.667
H -2.479 0.718 0.028
```

Summary:
Frontier orbital gap (alpha / beta) = 7.004 / 7.006 eV
HOMO (alpha / beta) = -14.106 / -14.107 eV
Energy relative to the best compared isomer or geometry (same formula, charge and spin) = 56.8 kcal/mol
DFT total energy = -542.01538 a.u.
Charge = +1
F_max = 0.115 Eh/bohr

=====

This record from OMol25 describes C5H8N2 in the gas phase. The level of theory is ωB97M-V/def2-TZVPD.

The geometry in XYZ format:
```
15
C5H8N2 ωB97M-V/def2-TZVPD
C -2.296 -0.195 -0.174
C -0.946 0.059 0.478
C -0.402 1.278 0.206
N 0.955 1.144 0.019
C 1.294 -0.171 0.233
N 2.640 -0.564 0.057
C 0.160 -0.857 0.608
H -2.444 -1.259 -0.374
H -3.196 0.285 0.240
H -2.127 0.254 -1.156
H -0.974 2.146 -0.083
H 1.511 1.795 -0.514
H 2.775 -1.520 0.366
H 2.888 -0.531 -0.929
H 0.163 -1.864 1.022
```

Summary:
SMILES = Cc1c[nH]c(N)c1
Frontier orbital gap = 8.391 eV
HOMO = -7.429 eV
Energy relative to the best compared isomer or geometry (same formula, charge and spin) = 25.5 kcal/mol
DFT total energy = -304.79492 a.u.
F_max = 0.012 Eh/bohr